C28H67CaCu2N4O8 | ωB97M-V with the def2-TZVPD basis set

Geometry as XYZ:
```
110
Properties=species:S:1:pos:R:3
Cu -3.247 1.955 -0.133
Cu 1.157 2.235 -0.347
Ca -0.738 2.605 2.162
C -0.861 -0.284 -0.354
O -0.859 0.887 0.469
H -1.052 -1.247 0.122
H -1.484 -0.133 -1.235
H 0.096 -0.445 -0.850
C 2.442 4.153 -1.725
C 3.453 3.127 -2.303
C 4.749 3.369 -1.516
C 5.799 2.177 -1.603
C 5.008 0.997 -1.209
C 3.836 0.581 -2.110
N 2.866 1.751 -2.071
O 1.581 1.509 -2.607
C 4.366 0.093 -3.465
C 3.399 -0.738 -1.346
C 3.714 3.356 -3.799
H 2.320 4.148 -0.642
H 1.460 4.077 -2.191
H 2.670 5.184 -1.997
H 5.318 4.229 -1.869
H 4.611 3.638 -0.469
H 6.594 2.282 -0.865
H 6.204 2.120 -2.613
H 4.573 1.218 -0.234
H 5.726 0.185 -1.098
H 5.068 -0.709 -3.238
H 3.668 -0.389 -4.149
H 5.125 0.694 -3.966
H 3.802 -1.672 -1.739
H 3.329 -0.640 -0.263
H 2.345 -0.834 -1.608
H 4.353 4.238 -3.841
H 2.786 3.486 -4.356
H 4.248 2.567 -4.329
H 1.687 1.300 -3.538
C -6.487 2.173 -1.121
O -5.115 2.597 -1.265
C -4.850 2.958 -2.706
C -3.652 3.863 -2.549
N -2.541 3.169 -2.102
C -1.830 2.316 -3.071
C -0.900 2.983 -4.118
O -0.821 2.154 -5.251
C -0.043 2.639 -6.325
H -6.994 3.132 -1.224
H -6.839 1.786 -0.164
H -6.743 1.451 -1.897
H -5.575 3.535 -3.280
H -4.482 2.097 -3.263
H -3.885 4.466 -1.672
H -3.577 4.452 -3.463
H -1.808 3.797 -1.805
H -2.527 1.734 -3.673
H -1.276 1.612 -2.450
H 0.097 3.096 -3.692
H -1.243 4.003 -4.297
H 0.558 3.527 -6.127
H -0.618 2.820 -7.233
H 0.623 1.867 -6.710
C -2.509 -4.520 -1.439
O -1.990 -5.297 -0.442
C -1.630 -4.470 0.645
C -0.749 -5.216 1.601
N -1.440 -6.331 2.310
C -0.561 -7.236 3.080
C -1.323 -8.465 3.569
O -0.423 -9.462 4.045
C -0.909 -10.524 4.778
H -3.413 -4.086 -1.010
H -2.782 -5.066 -2.341
H -1.838 -3.749 -1.817
H -2.585 -4.101 1.019
H -0.960 -3.625 0.482
H -0.397 -4.587 2.419
H 0.138 -5.607 1.101
H -2.197 -6.767 1.803
H -0.193 -6.680 3.943
H 0.184 -7.542 2.345
H -1.801 -9.008 2.754
H -2.127 -8.105 4.210
H -1.041 -10.368 5.849
H -0.103 -11.256 4.830
H -1.840 -10.952 4.405
C 0.845 -2.451 3.530
O -0.058 -1.538 4.319
C -1.064 -0.929 3.473
C -1.761 0.227 4.237
N -0.757 1.465 4.279
C -1.274 2.565 5.043
C -0.172 3.794 4.955
O -0.104 4.241 3.637
C 0.851 5.313 3.481
H 0.484 -2.837 2.576
H 1.252 -3.236 4.168
H 1.752 -1.880 3.331
H -1.723 -1.691 3.058
H -0.497 -0.480 2.658
H -1.987 -0.225 5.202
H -2.725 0.571 3.863
H 0.038 1.028 4.725
H -1.330 2.214 6.073
H -2.317 2.809 4.837
H 0.779 3.362 5.265
H -0.596 4.640 5.497
H 1.072 5.380 2.416
H 1.829 5.117 3.920
H 0.368 6.264 3.705
```

The value obtained for the maximum force is 4.0 eV/Å. The multiplicity is 2. For the total energy, the calculation gives -5884.8447 Ha. The total charge is +4. Its orbital gap (spin up / spin down) is 4.9 / 4.7 eV.

=====

C5H10FNO | ωB97M-V with the def2-TZVPD basis set

Geometry as XYZ:
```
18
Properties=species:S:1:pos:R:3
C 0.277 0.144 -0.107
C 0.052 0.516 -1.507
C 0.347 1.294 0.855
C -0.779 -0.919 0.255
C -1.904 -0.926 0.995
H 2.137 0.082 0.938
H 1.310 -1.587 0.382
H 0.624 1.513 -1.986
H -1.119 0.763 -1.595
H 1.031 -0.833 -1.819
H -0.443 2.027 0.743
H 1.197 1.840 0.706
H -0.321 -1.987 -0.356
H -2.167 0.267 1.342
H -2.462 -1.910 1.035
N 1.563 -0.535 0.045
O 0.169 -0.710 -2.098
F 0.490 0.962 2.173
```

The value obtained for the maximum force is 5.8 eV/Å. For the total energy, the calculation gives -426.1907 Ha. The total charge is 0. The SMILES is C=C[C@@](N)(CO)CF. Its orbital gap is 10.7 eV.

=====

C3H5PS | ωB97M-V with the def2-TZVPD basis set

Geometry as XYZ:
```
10
Properties=species:S:1:pos:R:3
C 1.785 -0.286 -0.466
C 0.232 -0.326 0.776
C -0.736 0.685 0.355
P 2.058 0.143 1.127
S -1.579 0.386 -1.272
H 2.118 -0.750 -1.393
H -0.095 -1.299 0.873
H -0.209 1.607 0.123
H -1.626 0.753 0.942
H -1.947 -0.913 -1.064
```

The value obtained for the maximum force is 5.0 eV/Å. For the total energy, the calculation gives -856.6961 Ha. The total charge is 0. Its orbital gap is 8.3 eV.

=====

C36H73N4O6 | ωB97M-V with the def2-TZVPD basis set

Geometry as XYZ:
```
119
Properties=species:S:1:pos:R:3
C -3.015 -0.143 -2.532
C -4.457 -0.628 -2.220
C -4.490 -1.819 -1.214
C -4.464 -1.545 0.288
C -5.624 -0.572 0.496
C -5.515 0.804 -0.220
N -5.446 0.454 -1.709
O -5.881 1.218 -2.498
C -4.261 1.524 0.174
C -6.810 1.557 0.063
C -5.133 -1.241 -3.453
H -2.428 -1.047 -2.686
H -2.487 0.397 -1.747
H -2.992 0.453 -3.444
H -3.622 -2.392 -1.540
H -5.413 -2.374 -1.384
H -3.472 -1.272 0.652
H -4.736 -2.448 0.836
H -5.602 -0.334 1.562
H -6.569 -1.080 0.303
H -4.323 1.804 1.226
H -4.293 2.463 -0.382
H -3.339 0.954 0.081
H -6.865 2.510 -0.464
H -6.789 1.835 1.119
H -7.753 1.027 -0.058
H -6.147 -1.630 -3.389
H -4.536 -2.094 -3.787
H -5.064 -0.661 -4.376
C -0.776 4.956 -3.431
C -0.802 5.471 -1.989
C -1.520 4.482 -1.060
C -0.742 3.212 -0.772
C 0.684 3.472 -0.177
C 1.528 4.432 -1.070
N 0.640 5.600 -1.408
O 1.115 6.682 -1.445
C 1.965 3.741 -2.377
C 2.730 4.892 -0.246
C -1.416 6.857 -1.837
H -0.554 3.893 -3.499
H -0.062 5.504 -4.048
H -1.714 5.103 -3.966
H -2.527 4.278 -1.422
H -1.611 4.951 -0.076
H -0.588 2.552 -1.629
H -1.180 2.578 0.001
H 1.154 2.522 0.074
H 0.500 4.002 0.762
H 1.207 3.021 -2.687
H 2.848 3.130 -2.202
H 2.111 4.401 -3.232
H 3.150 4.103 0.377
H 2.409 5.608 0.512
H 3.521 5.315 -0.864
H -1.174 7.261 -0.855
H -2.497 6.841 -1.967
H -1.054 7.554 -2.594
C 6.020 2.061 -1.271
C 5.562 0.681 -1.783
C 6.776 -0.247 -1.931
C 6.504 -1.754 -2.068
C 5.761 -2.095 -0.764
C 4.388 -1.438 -0.639
N 4.610 0.059 -0.767
O 3.754 0.719 -0.274
C 3.884 -1.853 0.742
C 3.404 -1.981 -1.700
C 4.776 0.782 -3.071
H 6.619 2.698 -1.926
H 6.640 1.939 -0.382
H 5.258 2.816 -1.069
H 7.519 -0.135 -1.138
H 7.331 0.135 -2.792
H 7.449 -2.288 -1.993
H 5.985 -1.927 -3.009
H 6.424 -1.783 0.047
H 5.748 -3.178 -0.636
H 3.739 -2.930 0.809
H 2.926 -1.379 0.966
H 4.544 -1.625 1.580
H 2.377 -1.636 -1.570
H 3.307 -3.066 -1.597
H 3.718 -1.970 -2.743
H 4.624 -0.160 -3.593
H 5.256 1.521 -3.713
H 3.781 1.224 -2.976
C -0.679 -4.926 7.392
C -0.213 -4.121 6.198
C -0.947 -4.533 4.925
N -0.733 -3.527 3.768
C -1.155 -2.106 4.103
C 0.680 -3.538 3.141
C 0.843 -4.878 2.429
C -0.493 -5.030 1.754
C -1.507 -4.190 2.621
H -1.771 -4.963 7.408
H -0.335 -4.577 8.365
H -0.405 -5.983 7.415
H 0.856 -4.319 6.082
H -0.305 -3.044 6.331
H -2.022 -4.483 5.102
H -0.674 -5.485 4.478
H -0.502 -1.625 4.825
H -2.148 -2.200 4.545
H -1.289 -1.492 3.212
H 0.557 -2.757 2.389
H 1.436 -3.307 3.889
H 1.723 -4.836 1.786
H 1.070 -5.686 3.125
H -0.476 -4.471 0.821
H -0.797 -6.072 1.781
H -2.006 -3.402 2.056
H -2.354 -4.770 2.987
O -0.653 -1.949 -0.114
C -0.157 -0.672 0.193
O -0.753 -0.051 1.070
O 0.728 -0.214 -0.551
H -0.026 -2.119 -0.831
```

The value obtained for the maximum force is 3.5 eV/Å. For the total energy, the calculation gives -2084.8264 Ha. The total charge is +3. Its orbital gap is 5.9 eV.

=====

C5H5F5O2S | ωB97M-V with the def2-TZVPD basis set

Geometry as XYZ:
```
18
Properties=species:S:1:pos:R:3
C 0.545 -0.391 1.511
C -0.863 -0.955 -0.596
C -0.789 -0.738 0.889
C 1.709 0.626 -0.854
C -1.714 -0.277 -1.530
O 2.269 1.694 1.551
O 0.114 2.024 0.502
F -0.087 -1.860 -1.125
F -1.246 -1.854 1.541
F -1.663 0.272 1.111
F 2.715 -0.249 -0.789
F 2.055 1.685 -1.561
S 1.239 1.153 0.761
H 0.422 -0.064 2.475
H 1.237 -1.153 1.595
H -1.751 0.824 -1.487
H -2.783 -0.337 -1.437
H -1.410 -0.401 -2.557
```

The value obtained for the maximum force is 4.0 eV/Å. For the total energy, the calculation gives -1241.3405 Ha. The total charge is 0. Its orbital gap (spin up / spin down) is 10.2 / 6.7 eV.

=====

C2H4OS2 | ωB97M-V with the def2-TZVPD basis set

Geometry as XYZ:
```
9
Properties=species:S:1:pos:R:3
C -0.013 0.157 -0.722
C -0.248 -1.050 0.243
H -0.011 2.267 0.535
H -0.977 0.507 -1.105
H 0.499 -0.316 -1.545
H 0.683 0.074 1.357
O 0.234 -0.797 1.402
S 0.931 1.574 -0.018
S -1.098 -2.416 -0.147
```

The value obtained for the maximum force is 2.1 eV/Å. For the total energy, the calculation gives -950.1969 Ha. The total charge is 0. The SMILES is OC(=S)CS. Its orbital gap is 9.1 eV.

=====

Among the records above, which one has the highest total charge? C28H67CaCu2N4O8